[1]
{"formula": "C34H56F9N4O7S2", "method": "ωB97M-V/def2-TZVPD", "homo_lumo_gap_ev": [8.3640, 9.4064], "energy_ha": -3769.804736, "charge": 0, "spin_multiplicity": 4, "max_force_ev_per_a": 1.455, "lumo_ev": [0.10, 0.10], "symbols": ["O", "S", "O", "O", "C", "C", "N", "C", "S", "C", "F", "F", "C", "F", "F", "C", "F", "F", "C", "F", "F", "F", "O", "H", "H", "C", "C", "C", "C", "C", "C", "N", "O", "C", "C", "C", "H", "H", "H", "H", "H", "H", "H", "H", "H", "H", "H", "H", "H", "H", "H", "H", "H", "H", "C", "C", "C", "C", "C", "C", "N", "O", "C", "C", "C", "H", "H", "H", "H", "H", "H", "H", "H", "H", "H", "H", "H", "H", "H", "H", "H", "H", "H", "C", "C", "C", "C", "C", "C", "N", "O", "C", "C", "C", "H", "H", "H", "H", "H", "H", "H", "H", "H", "H", "H", "H", "H", "H", "H", "H", "H", "H"], "xyz": [[-3.66790, -1.35314, 0.53580], [-3.31879, -0.09070, -0.00376], [-3.71089, 0.27778, -1.31515], [-3.68832, 1.11560, 0.96367], [-2.58782, 1.32768, 1.86014], [-1.42192, 1.26294, 0.86998], [-1.49601, 2.49103, 0.07118], [-1.31040, 2.48464, -1.13590], [-1.06666, 2.47321, -2.66644], [-0.00404, 1.30920, 1.48169], [0.02677, 2.44536, 2.21452], [0.91997, 1.41578, 0.51697], [0.45336, 0.19474, 2.47229], [1.66385, 0.57470, 2.91148], [-0.37120, 0.18093, 3.53811], [0.61808, -1.25679, 1.89267], [0.58078, -1.22931, 0.55681], [1.82257, -1.72285, 2.26597], [-0.41703, -2.29951, 2.40585], [-1.65440, -1.81779, 2.38860], [-0.11092, -2.68092, 3.63753], [-0.37235, -3.36349, 1.61200], [-1.69517, 0.12077, 0.10203], [-2.66625, 2.28234, 2.36578], [-2.56189, 0.50179, 2.57090], [-8.67984, 3.32218, 4.03128], [-8.18749, 3.65190, 2.61272], [-9.35068, 4.14246, 1.75008], [-10.34689, 3.03481, 1.41184], [-9.64460, 1.84523, 0.75589], [-8.42198, 1.33078, 1.52465], [-7.54586, 2.46683, 1.95925], [-6.73831, 2.82736, 1.02137], [-8.86388, 0.48751, 2.73192], [-7.61240, 0.40092, 0.62933], [-7.14464, 4.75239, 2.77115], [-8.88010, 4.25370, 4.56104], [-9.60160, 2.74926, 4.05755], [-7.91748, 2.77647, 4.58884], [-8.95277, 4.55942, 0.81958], [-9.85293, 4.96070, 2.27174], [-10.88635, 2.71562, 2.30749], [-11.10166, 3.42552, 0.72704], [-10.34600, 1.01715, 0.63175], [-9.32809, 2.14005, -0.24938], [-8.00565, 0.23608, 3.35688], [-9.30310, -0.44435, 2.37596], [-9.61258, 0.96745, 3.35539], [-7.34728, 0.86572, -0.31736], [-8.20375, -0.48798, 0.40683], [-6.69197, 0.08653, 1.12372], [-6.30174, 4.40560, 3.37094], [-7.60385, 5.60010, 3.28060], [-6.76488, 5.09680, 1.81274], [2.51394, -6.07815, -2.34429], [2.66831, -5.10821, -3.52704], [4.14772, -4.90477, -3.85647], [4.89015, -4.10407, -2.78817], [4.19842, -2.76573, -2.52682], [2.69382, -2.87652, -2.24854], [2.03385, -3.78273, -3.24077], [1.74191, -3.15632, -4.32856], [2.45244, -3.35435, -0.80861], [2.05049, -1.49550, -2.34786], [1.94842, -5.75606, -4.70408], [2.73348, -7.08976, -2.68619], [3.18946, -5.87950, -1.51763], [1.49114, -6.06665, -1.96562], [4.23012, -4.38079, -4.81402], [4.61416, -5.88338, -3.99255], [4.97270, -4.67977, -1.86247], [5.91298, -3.91861, -3.12195], [4.66885, -2.26020, -1.67887], [4.34911, -2.11968, -3.39819], [1.39155, -3.55160, -0.64830], [2.75610, -2.57159, -0.11396], [3.01002, -4.24508, -0.53278], [2.26782, -1.00957, -3.29609], [2.43724, -0.86743, -1.54543], [0.96714, -1.56003, -2.23806], [0.88788, -5.88800, -4.48599], [2.38784, -6.73729, -4.88651], [2.04049, -5.16787, -5.61343], [5.93830, -0.26164, 0.87189], [5.41036, 1.03507, 0.23410], [5.05119, 0.78798, -1.22936], [6.27579, 0.56250, -2.11261], [7.26805, 1.71873, -1.97974], [7.63647, 2.07262, -0.53303], [6.41021, 2.14460, 0.32590], [5.83984, 3.29722, 0.23962], [8.64259, 1.05496, 0.02804], [8.33645, 3.42697, -0.50357], [4.17001, 1.41737, 1.03342], [5.10031, -0.94239, 1.03131], [6.65708, -0.79652, 0.25791], [6.39436, -0.05995, 1.84198], [4.49165, 1.64887, -1.60963], [4.38150, -0.07119, -1.28555], [6.75936, -0.38753, -1.86709], [5.95826, 0.47981, -3.15396], [8.18808, 1.48671, -2.52119], [6.83757, 2.60315, -2.45942], [8.79994, 1.22167, 1.09462], [9.60052, 1.18287, -0.47616], [8.34923, 0.01925, -0.11707], [7.74645, 4.20101, -0.98763], [9.28548, 3.34104, -1.03414], [8.53895, 3.74175, 0.52049], [4.42753, 1.61296, 2.07563], [3.45761, 0.59296, 1.00834], [3.67427, 2.29811, 0.63257]], "mulliken_charge": [-0.58, 1.13, -0.61, -0.22, -0.66, 1.03, -0.67, 0.50, -0.36, 0.41, -0.35, -0.17, 0.30, -0.29, -0.31, 1.11, -0.28, -0.35, 0.27, -0.17, -0.28, -0.22, 0.04, 0.47, 0.33, -1.73, 1.67, -1.28, -0.48, -1.34, 1.78, 0.60, -0.58, -1.76, -1.94, -1.91, 0.47, 0.29, 0.36, 0.38, 0.38, 0.31, 0.39, 0.38, 0.39, 0.36, 0.48, 0.31, 0.40, 0.46, 0.44, 0.43, 0.43, 0.37, -1.71, 1.67, -1.36, -0.84, -0.74, 2.21, 0.51, -0.63, -1.51, -1.72, -1.88, 0.48, 0.30, 0.34, 0.38, 0.42, 0.34, 0.48, -0.22, 0.49, 0.47, 0.07, 0.16, 0.57, -0.01, 0.47, 0.44, 0.43, 0.37, -1.94, 1.68, 0.09, -0.44, -1.61, 1.73, 0.54, -0.63, -1.77, -1.81, -1.55, 0.28, 0.33, 0.39, 0.69, -1.18, 0.28, 0.52, 0.45, 0.41, 0.37, 0.48, 0.30, 0.37, 0.42, 0.44, 0.58, -0.02, 0.53]}

[2]
{"formula": "C34H41AuGeN6S3", "method": "ωB97M-V/def2-TZVPD", "homo_lumo_gap_ev": [6.8393, 6.7931], "energy_ha": -5055.822624, "charge": 0, "spin_multiplicity": 1, "max_force_ev_per_a": 0.793, "lumo_ev": [0.06, 0.10], "symbols": ["Au", "N", "C", "N", "C", "C", "S", "C", "C", "S", "C", "N", "N", "H", "H", "H", "H", "H", "H", "C", "C", "C", "C", "N", "C", "S", "N", "C", "C", "C", "C", "H", "H", "H", "H", "H", "H", "H", "H", "H", "H", "H", "H", "H", "H", "H", "H", "H", "H", "H", "H", "C", "Ge", "C", "C", "C", "C", "C", "C", "C", "C", "C", "C", "C", "C", "C", "C", "C", "C", "C", "C", "H", "H", "H", "H", "H", "H", "H", "H", "H", "H", "H", "H", "H", "H", "H"], "xyz": [[-0.54460, 0.49684, 0.05068], [-2.02469, 0.09768, 3.14059], [-0.66566, 0.01026, 3.25065], [0.11276, -0.12871, 2.21626], [1.44009, -0.20174, 2.58766], [1.66643, -0.12510, 3.91862], [0.16751, 0.04437, 4.76101], [2.41112, -0.34328, 1.50893], [3.76455, -0.37559, 1.57587], [4.40874, -0.57602, -0.01314], [2.80054, -0.56664, -0.65359], [1.87633, -0.44482, 0.24989], [2.51872, -0.72547, -1.98186], [-2.33551, 0.32020, 2.20272], [-2.52772, 0.56006, 3.87962], [2.60986, -0.15296, 4.43881], [4.40289, -0.28579, 2.43986], [3.14916, -0.25058, -2.61464], [1.55257, -0.48067, -2.16442], [-6.75636, -2.92858, -1.33392], [-5.34626, -2.39155, -1.12888], [-5.32622, -0.89222, -0.85863], [-3.91852, -0.34144, -0.68229], [-3.14418, -0.40705, -1.90954], [-2.01394, -1.10648, -2.09109], [-1.36513, -2.13234, -0.90577], [-1.44770, -0.92533, -3.30437], [-0.29015, -1.61531, -3.84533], [-0.66772, -2.59774, -4.94276], [-1.47788, -3.78985, -4.44839], [-0.66155, -4.75572, -3.59905], [-6.75162, -4.00364, -1.52373], [-7.24344, -2.44472, -2.18472], [-7.38260, -2.75076, -0.45584], [-4.73391, -2.60705, -2.00913], [-4.85737, -2.91287, -0.30107], [-5.90817, -0.66916, 0.04144], [-5.82695, -0.35882, -1.67590], [-3.37497, -0.91552, 0.06761], [-3.93042, 0.70349, -0.36121], [-3.32313, 0.33819, -2.56524], [-1.94658, -0.33227, -3.95006], [0.20982, -2.11492, -3.01776], [0.39389, -0.86176, -4.24563], [0.25131, -2.94941, -5.42292], [-1.22585, -2.05746, -5.71619], [-1.89030, -4.31698, -5.31304], [-2.33909, -3.43086, -3.87510], [0.21609, -5.11053, -4.14646], [-1.25418, -5.62869, -3.31986], [-0.32314, -4.28373, -2.67366], [-1.16104, 1.96638, -1.04424], [0.21292, 3.35671, -1.11098], [-0.43869, 5.07942, -1.77441], [0.21488, 5.79794, -2.77325], [-0.26866, 7.02995, -3.20172], [-1.41619, 7.56141, -2.63090], [-2.08080, 6.85488, -1.63513], [-1.59418, 5.62518, -1.21460], [1.60436, 2.76211, -2.36289], [1.25724, 2.50543, -3.69358], [2.21132, 2.10572, -4.62179], [3.54202, 1.96579, -4.23479], [3.89846, 2.20030, -2.91135], [2.93335, 2.58499, -1.98557], [1.00158, 3.63751, 0.67642], [0.29701, 3.19701, 1.80120], [0.82545, 3.32498, 3.07943], [2.07940, 3.89714, 3.25990], [2.78283, 4.36238, 2.15733], [2.24001, 4.24139, 0.88284], [1.11220, 5.39652, -3.23269], [0.25254, 7.57325, -3.98097], [-1.79497, 8.52080, -2.96101], [-2.97938, 7.26191, -1.18747], [-2.12952, 5.07924, -0.44365], [0.22825, 2.63595, -4.01729], [1.92099, 1.91954, -5.64962], [4.29231, 1.67599, -4.96084], [4.92900, 2.08732, -2.59603], [3.22885, 2.74410, -0.95081], [-0.66612, 2.71671, 1.67126], [0.25936, 2.97550, 3.93665], [2.50065, 3.98608, 4.25378], [3.75733, 4.81794, 2.28570], [2.80600, 4.62937, 0.03731]], "mulliken_charge": [1.80, -0.44, 0.35, -0.13, -0.46, -0.09, -0.27, -0.31, -0.36, -0.22, 0.28, -0.02, -0.32, 0.08, 0.26, 0.46, 0.45, 0.24, 0.01, -1.41, 0.21, -0.88, -0.72, 0.14, 0.04, -0.29, 0.01, -0.65, -0.88, 0.02, -1.16, 0.39, 0.32, 0.34, -0.03, 0.30, 0.40, 0.31, 0.29, 0.40, 0.23, 0.24, 0.42, 0.11, 0.38, 0.35, 0.38, -0.06, 0.35, 0.34, 0.23, -1.37, 1.21, 0.05, -0.15, -0.63, -0.42, -0.63, -0.46, 0.11, -0.37, -0.70, -0.40, -1.01, -0.09, 0.01, -0.50, -0.66, -0.62, -0.78, -0.07, 0.26, 0.39, 0.37, 0.38, 0.34, 0.47, 0.44, 0.36, 0.39, 0.38, 0.45, 0.52, 0.41, 0.42, 0.48]}